Entry 1:
105
Properties=species:S:1:pos:R:3 method="wB97M-V/def2-TZVPD" total_energy_ha=-3386.4733 charge=-1 spin_multiplicity=1
C -0.2706 3.7629 -5.8193
C 0.7489 3.9878 -4.6901
Cl 0.1815 5.3789 -3.6876
C 0.9596 2.7394 -3.8305
Cl 1.6803 1.5313 -4.9901
P 2.1330 2.8650 -2.2626
O 1.5492 1.2391 -1.7909
C 0.3886 1.3135 -1.0359
C 0.1350 0.0661 -0.2097
C 1.2665 -0.2729 0.7152
N 1.2725 -1.3342 1.4191
C 0.4786 2.6396 -0.2833
C -0.8001 3.1012 0.3854
C -0.6009 4.3561 1.1942
O -1.5050 4.9849 1.6990
O 0.8159 3.5448 -1.3021
H 0.2090 3.3198 -6.6862
H -1.0671 3.1004 -5.4698
H -0.7373 4.7137 -6.0830
H 1.6984 4.2777 -5.1421
H -0.0180 2.3190 -3.5909
H 3.2001 2.2625 -3.0006
H 2.5433 4.1823 -2.6672
H 2.9734 2.9115 -1.0771
H -0.4997 1.4528 -1.6879
H -0.0861 -0.8025 -0.8338
H -0.7577 0.2324 0.4062
H 2.0927 0.4427 0.7842
H 2.1167 -1.3611 1.9909
H 1.3222 2.6098 0.4322
H -1.1818 2.3293 1.0638
H -1.5463 3.3067 -0.3875
H 0.4498 4.6790 1.3230
C -0.8425 -4.1248 5.8046
C -0.1081 -3.9281 4.4948
O 0.2460 -4.8733 3.8067
N 0.1236 -2.6467 4.1134
C -0.2316 -1.4364 4.8146
H -0.9720 -5.1898 5.9705
H -0.2738 -3.6999 6.6342
H -1.8264 -3.6599 5.7622
H 0.6092 -2.5325 3.2327
H -0.8901 -0.8151 4.2021
H 0.6666 -0.8546 5.0386
H -0.7432 -1.6695 5.7445
C -5.2059 -3.0360 4.1389
C -5.0117 -3.3796 5.5976
O -4.0252 -3.9800 5.9879
N -5.9812 -2.9914 6.4710
C -7.2064 -2.2748 6.1870
H -4.3495 -3.4129 3.5883
H -6.1129 -3.4966 3.7456
H -5.2729 -1.9568 3.9957
H -5.7902 -3.2515 7.4256
H -7.2365 -1.3274 6.7283
H -8.0775 -2.8650 6.4778
H -7.2780 -2.0620 5.1255
C 5.0935 -0.2108 2.2537
C 4.1951 0.0306 3.4448
O 3.5125 -0.8652 3.9301
N 4.1504 1.2808 3.9568
C 4.8625 2.4637 3.5226
H 5.0050 -1.2552 1.9694
H 4.7992 0.4139 1.4088
H 6.1339 0.0050 2.4998
H 3.5029 1.3843 4.7275
H 5.4782 2.8584 4.3327
H 4.1607 3.2406 3.2177
H 5.5052 2.2300 2.6795
C -1.6657 0.0610 -8.3755
C -0.9118 1.1847 -9.0413
O -0.3904 2.0699 -8.3889
N -0.8101 1.1621 -10.4031
C -1.3410 0.1727 -11.3137
H -1.6541 0.2492 -7.3058
H -2.7007 0.0212 -8.7206
H -1.1791 -0.8957 -8.5648
H -0.2904 1.9372 -10.7823
H -0.5398 -0.3016 -11.8850
H -2.0432 0.6254 -12.0182
H -1.8611 -0.6009 -10.7581
C 1.8396 0.7856 7.3960
C 1.3443 2.0560 6.7433
O 2.0703 2.7562 6.0543
N 0.0442 2.3957 6.9375
C -0.9610 1.6884 7.7016
H 2.8864 0.6550 7.1387
H 1.7441 0.8416 8.4814
H 1.2816 -0.0802 7.0393
H -0.2253 3.2454 6.4660
H -1.7937 1.3921 7.0614
H -1.3503 2.3170 8.5048
H -0.5356 0.7930 8.1432
C 1.7040 -2.9857 -7.3271
C 0.2449 -3.3746 -7.3284
O -0.5417 -2.9161 -8.1442
N -0.1753 -4.2409 -6.3724
C 0.6035 -4.8566 -5.3171
H 1.8667 -2.2864 -8.1412
H 1.9759 -2.5010 -6.3889
H 2.3421 -3.8589 -7.4706
H -1.1601 -4.4486 -6.4206
H 0.5742 -5.9446 -5.4001
H 0.2173 -4.5733 -4.3372
H 1.6378 -4.5354 -5.3787

Entry 2:
40
Properties=species:S:1:pos:R:3 method="wB97M-V/def2-TZVPD" total_energy_ha=-1248.0601 charge=-2 spin_multiplicity=6
C 1.8657 -0.2726 -3.5193
I -1.9430 0.7076 -3.1656
H 1.1833 -0.5285 -4.2429
H 2.4493 -1.1883 -3.2641
H 2.3689 0.6324 -3.9731
C -1.3486 3.6411 1.0070
C -2.5386 3.2291 0.4517
N -2.2277 2.1476 -0.3337
C -0.8840 1.9398 -0.4691
N -0.3762 2.8298 0.4785
H -1.1990 4.4446 1.7021
H -3.5260 3.5773 0.5478
C 1.9318 -3.3504 -0.3023
C 0.4240 -1.6991 -0.5530
N 1.5975 -2.0644 0.0481
H 0.7776 -4.7593 -1.5833
N -0.0236 -2.8318 -1.1817
H 2.8334 -3.8504 0.0193
Ru -0.1393 0.1783 -1.1258
C 1.5968 0.3644 -2.2544
O 2.5764 0.9379 -1.7560
C 0.9059 -3.8169 -1.0865
C -1.2832 -2.9741 -1.9145
H -1.7656 -3.9016 -1.5773
H -1.0411 -3.0509 -2.9850
H -1.9156 -2.0943 -1.7227
C 2.3780 -1.2475 0.9853
H 3.1754 -1.8807 1.3713
H 1.7353 -0.9217 1.8018
H 2.7940 -0.3856 0.4642
C 0.9891 2.9687 0.8663
H 1.1814 4.0150 1.1747
H 1.6745 2.7005 0.0417
H 1.2575 2.3338 1.7411
C -3.2789 1.3794 -0.9562
H -3.0306 0.2971 -0.9461
H -3.3801 1.7658 -2.0261
H -4.2262 1.5690 -0.4447
N -0.9873 -0.4206 1.7989
C -0.5814 -0.4202 0.6739

Entry 3:
11
Properties=species:S:1:pos:R:3 method="wB97M-V/def2-TZVPD" total_energy_ha=-1687.5564 charge=+1 de_lowest_ev=0.000 spin_multiplicity=5
O 2.7801 -0.9446 0.6061
C 2.7810 -0.1721 -0.3263
C 1.5721 0.6418 -0.6192
H 3.6654 -0.0289 -0.9771
H 1.7275 1.6094 -1.1057
C 0.3159 0.3420 -0.0598
C -0.9060 0.9026 -0.5832
O -2.0249 0.4634 -0.3495
Co -3.7828 0.9603 -0.3471
H 0.2469 -0.4956 0.6379
H -0.6891 2.0215 -0.4828

Entry 4:
9
Properties=species:S:1:pos:R:3 method="wB97M-V/def2-TZVPD" total_energy_ha=-698.0623 charge=-1 de_lowest_ev=2.053 spin_multiplicity=1
C -0.8222 -0.2514 1.3870
N 0.1608 -0.3544 -1.3145
N 0.9759 -0.4791 -0.1385
O -0.3167 -0.0611 2.4042
O -1.7561 -0.4299 0.6577
S 1.7798 0.9494 -0.1489
H -0.7324 0.0692 -0.9980
H 0.0142 -1.2289 -1.8064
H 0.6968 1.7862 -0.0426

Entry 5:
14
Properties=species:S:1:pos:R:3 method="wB97M-V/def2-TZVPD" total_energy_ha=-266.3011 charge=-1 de_lowest_ev=1.183 spin_multiplicity=1
C -0.9786 1.3696 1.2392
O 0.1113 0.7771 1.7005
H -1.0778 2.4130 1.5109
H -1.2344 1.2240 0.1311
H -1.8573 0.8834 1.9239
N 0.6371 -1.3333 0.3743
C 0.4152 -1.2259 -1.0991
N 0.4984 0.1088 -1.7258
H 1.5446 -1.3526 0.6386
H 0.3018 -0.4867 0.9786
H 1.1716 -1.9398 -1.5063
H -0.4973 -1.6239 -1.3805
H -0.3435 0.6327 -1.4171
H 1.3092 0.5536 -1.3683

Entry 6:
10
Properties=species:S:1:pos:R:3 method="wB97M-V/def2-TZVPD" total_energy_ha=-322.2135 smiles="C#CCC(=O)C#N" de_lowest_ev=2.130 spin_multiplicity=1
C -0.2070 -0.2736 -1.9076
C -0.7308 0.2958 -0.9864
C -0.8587 0.6949 0.4164
C 0.2564 -0.0399 1.1803
O 0.3079 -0.1239 2.3764
C 1.3048 -0.6992 0.3457
N 2.1257 -1.2389 -0.2659
H 0.3520 -0.8009 -2.6413
H -0.7474 1.7757 0.5876
H -1.8029 0.4101 0.8948

Entry 7:
40
Properties=species:S:1:pos:R:3 method="wB97M-V/def2-TZVPD" total_energy_ha=-730.3315 de_lowest_ev=1.053 spin_multiplicity=2
N -1.0954 -0.6314 -1.3942
C -0.0714 0.3296 -0.8918
C 0.0385 0.2767 0.6452
N 0.1514 1.6251 1.2237
C 1.4489 2.2184 1.1991
C 1.8675 3.0253 -0.0264
C -1.0720 2.3076 1.5077
C -1.7816 3.0701 0.3420
H -1.1373 -0.5527 -2.4103
H -0.6745 -1.5498 -1.2124
H -1.9923 -0.4711 -0.8938
H 0.8171 0.1775 -1.4799
H -0.1640 1.3951 -1.1898
H -0.6918 -0.2882 1.2101
H 0.9309 -0.3019 0.8856
H 1.4778 2.9088 2.0672
H 2.2547 1.5199 1.4268
H 1.1567 3.6821 -0.5117
H 2.2263 2.3095 -0.7630
H 2.8547 3.5127 0.0502
H -1.7466 1.6163 2.0243
H -0.8163 3.1339 2.1852
H -2.3525 3.8529 0.8545
H -1.0222 3.4400 -0.3505
H -2.5521 2.4762 -0.1470
H -0.6008 -3.0219 0.8677
H -1.0992 -4.2395 -0.0508
O -0.6851 -3.3706 -0.0323
H 0.6379 -3.1133 -1.5613
H 1.1042 -2.8444 -2.9890
O 0.3746 -2.6720 -2.3878
H -3.9584 -1.9458 -0.5964
H -3.7471 -1.3654 0.7038
O -3.3823 -1.2621 -0.2000
H 1.4752 -2.4671 2.7426
H 1.6903 -3.6353 1.9435
O 1.0914 -2.8649 1.9508
H 3.4106 -1.6026 -2.0109
H 2.6385 -2.2166 -0.9289
O 2.9959 -2.4611 -1.8014

Entry 8:
22
Properties=species:S:1:pos:R:3 method="wB97M-V/def2-TZVPD" total_energy_ha=-706.5490 smiles="C=C(C)N.NCCS" de_lowest_ev=1.120 spin_multiplicity=1
C 0.1268 1.7540 1.7116
C -0.9195 1.1226 1.1823
C -1.9520 0.3852 1.9758
N -1.1982 1.2676 -0.2035
H 0.7161 2.4449 1.1207
H 0.3946 1.6390 2.7520
H -1.7407 0.3440 3.0383
H -2.9111 0.9123 1.8684
H -2.0748 -0.6390 1.5989
H -2.1098 0.9215 -0.4604
H -0.8428 2.1094 -0.6234
N 1.0508 -1.6971 0.1390
C 1.7974 -0.9602 -0.9152
C 1.2429 -1.1581 -2.3329
S -0.1977 -0.1096 -2.6021
H 1.3998 -2.6494 0.1518
H 0.0930 -1.7746 -0.1994
H 1.7423 0.0924 -0.6659
H 2.8333 -1.2863 -0.8155
H 0.9731 -2.1978 -2.5058
H 2.0473 -0.9086 -3.0362
H -0.4709 0.3878 -1.1784